18 unconnected molecules or ions with the total composition C36H108O18S18 at a distorted geometry, computed with the ωB97M-V functional and the def2-TZVPD basis.

Bonds (Å) are listed after each position.
CARTESIAN COORDINATES (ANGSTROEM)
1 C -3.439 3.232 4.013  S2 1.867, H5 1.090, H6 1.074, H7 1.075
2 S -3.084 3.820 2.277  C1 1.867, O3 1.544, C4 1.798
3 O -3.025 2.536 1.421  S2 1.544
4 C -4.764 4.338 1.896  S2 1.798, H8 1.148, H9 1.070, H10 1.092
5 H -4.198 2.467 3.850  C1 1.090
6 H -3.906 4.063 4.509  C1 1.074
7 H -2.519 2.933 4.481  C1 1.075
8 H -4.867 4.290 0.754  C4 1.148
9 H -4.924 5.355 2.186  C4 1.070
10 H -5.456 3.686 2.434  C4 1.092
11 C 4.323 3.594 0.285  S12 1.834, H15 1.069, H16 1.083, H17 1.103
12 S 4.933 3.437 -1.437  C11 1.834, O13 1.484, C14 1.867
13 O 4.353 4.489 -2.309  S12 1.484
14 C 6.663 3.919 -0.924  S12 1.867, H18 1.093, H19 1.123, H20 1.082
15 H 3.274 3.394 0.238  C11 1.069
16 H 4.498 4.593 0.665  C11 1.083
17 H 4.887 2.827 0.841  C11 1.103
18 H 7.381 3.836 -1.744  C14 1.093
19 H 6.967 3.326 -0.021  C14 1.123
20 H 6.527 4.969 -0.697  C14 1.082
21 C 4.199 -0.638 2.425  S22 1.826, H25 1.072, H26 1.100, H27 1.078
22 S 4.690 -0.900 0.685  C21 1.826, O23 1.514, C24 1.869
23 O 4.836 0.479 0.080  S22 1.514
24 C 6.426 -1.477 1.067  S22 1.869, H28 1.057, H29 1.123, H30 1.126
25 H 3.281 -0.092 2.336  C21 1.072
26 H 5.030 -0.075 2.877  C21 1.100
27 H 3.997 -1.528 2.998  C21 1.078
28 H 6.452 -2.533 1.008  C24 1.057
29 H 6.880 -1.093 2.019  C24 1.123
30 H 7.030 -1.049 0.218  C24 1.126
31 C 4.974 1.972 -4.861  S32 1.825, H35 1.070, H36 1.106, H37 1.137
32 S 4.061 1.637 -6.406  C31 1.825, O33 1.509, C34 1.826
33 O 2.636 2.115 -6.268  S32 1.509
34 C 4.924 2.828 -7.488  S32 1.826, H38 1.069, H39 1.051, H40 1.056
35 H 4.493 1.366 -4.122  C31 1.070
36 H 4.755 3.042 -4.683  C31 1.106
37 H 6.086 1.890 -5.080  C31 1.137
38 H 5.890 2.435 -7.718  C34 1.069
39 H 4.996 3.795 -7.083  C34 1.051
40 H 4.233 2.975 -8.273  C34 1.056
41 C -2.662 5.179 -2.713  S42 1.878, H45 1.095, H46 1.108, H47 1.094
42 S -4.497 5.299 -2.328  C41 1.878, O43 1.527, C44 1.832
43 O -4.559 5.650 -0.843  S42 1.527
44 C -4.697 6.848 -3.286  S42 1.832, H48 1.089, H49 1.141, H50 1.051
45 H -2.351 4.129 -2.714  C41 1.095
46 H -2.247 5.822 -1.912  C41 1.108
47 H -2.562 5.632 -3.703  C41 1.094
48 H -4.471 6.710 -4.341  C44 1.089
49 H -3.950 7.527 -2.754  C44 1.141
50 H -5.633 7.304 -3.139  C44 1.051
51 C 0.073 0.431 -6.166  S52 1.847, H55 1.035, H56 1.091, H57 1.108
52 S -0.666 1.248 -4.684  C51 1.847, O53 1.469, C54 1.757
53 O -1.052 0.187 -3.743  S52 1.469
54 C 0.764 2.016 -4.014  S52 1.757, H58 1.063, H59 1.080, H60 1.094
55 H 0.284 1.193 -6.834  C51 1.035
56 H -0.654 -0.276 -6.567  C51 1.091
57 H 1.024 -0.078 -5.914  C51 1.108
58 H 1.468 1.271 -3.733  C54 1.063
59 H 0.373 2.507 -3.135  C54 1.080
60 H 1.113 2.747 -4.749  C54 1.094
61 C -0.660 7.189 2.162  S62 1.804, H65 1.095, H66 1.093, H67 1.137
62 S 0.886 6.608 1.435  C61 1.804, O63 1.524, C64 1.824
63 O 1.785 6.384 2.644  S62 1.524
64 C 0.249 4.984 0.903  S62 1.824, H68 1.084, H69 1.093, H70 1.077
65 H -0.908 6.538 3.007  C61 1.095
66 H -1.441 7.076 1.406  C61 1.093
67 H -0.512 8.221 2.616  C61 1.137
68 H 0.274 4.305 1.748  C64 1.084
69 H 0.929 4.565 0.158  C64 1.093
70 H -0.727 5.171 0.487  C64 1.077
71 C -0.662 -4.158 6.398  S72 1.820, H75 1.081, H76 1.111, H77 1.097
72 S -0.596 -2.821 5.165  C71 1.820, O73 1.448, C74 1.873
73 O -1.313 -1.684 5.704  S72 1.448
74 C 1.233 -2.445 5.305  S72 1.873, H78 1.103, H79 1.068, H80 1.094
75 H 0.164 -4.849 6.305  C71 1.081
76 H -1.617 -4.697 6.219  C71 1.111
77 H -0.733 -3.686 7.385  C71 1.097
78 H 1.284 -1.786 6.187  C74 1.103
79 H 1.469 -1.865 4.439  C74 1.068
80 H 1.778 -3.391 5.369  C74 1.094
81 C 6.581 -1.110 -2.704  S82 1.848, H85 1.081, H86 1.105, H87 1.062
82 S 8.167 -0.359 -3.285  C81 1.848, O83 1.523, C84 1.831
83 O 7.921 0.329 -4.622  S82 1.523
84 C 8.281 0.929 -1.989  S82 1.831, H88 1.127, H89 1.061, H90 1.082
85 H 6.848 -1.660 -1.813  C81 1.081
86 H 6.241 -1.786 -3.508  C81 1.105
87 H 5.899 -0.304 -2.594  C81 1.062
88 H 8.157 0.443 -0.979  C84 1.127
89 H 7.507 1.652 -2.047  C84 1.061
90 H 9.234 1.407 -2.168  C84 1.082
91 C 3.609 -2.889 -2.585  S92 1.816, H95 1.063, H96 1.083, H97 1.056
92 S 3.435 -2.079 -4.200  C91 1.816, O93 1.491, C94 1.850
93 O 4.439 -2.576 -5.184  S92 1.491
94 C 1.754 -2.754 -4.578  S92 1.850, H98 1.071, H99 1.126, H100 1.103
95 H 4.546 -2.631 -2.155  C91 1.063
96 H 3.555 -3.968 -2.674  C91 1.083
97 H 2.796 -2.536 -2.010  C91 1.056
98 H 1.071 -2.118 -4.051  C94 1.071
99 H 1.711 -3.771 -4.098  C94 1.126
100 H 1.561 -2.678 -5.661  C94 1.103
101 C 2.169 -5.913 0.084  S102 1.836, H105 1.098, H106 1.077, H107 1.146
102 S 1.832 -5.037 1.662  C101 1.836, O103 1.491, C104 1.786
103 O 3.082 -5.030 2.474  S102 1.491
104 C 1.553 -3.376 1.067  S102 1.786, H108 1.095, H109 1.029, H110 1.122
105 H 3.159 -5.635 -0.299  C101 1.098
106 H 1.379 -5.782 -0.636  C101 1.077
107 H 2.258 -6.988 0.471  C101 1.146
108 H 0.733 -2.867 1.584  C104 1.095
109 H 1.394 -3.306 0.053  C104 1.029
110 H 2.448 -2.770 1.373  C104 1.122
111 C -1.104 1.272 -0.396  S112 1.878, H115 1.089, H116 1.120, H117 1.082
112 S 0.730 0.868 -0.426  C111 1.878, O113 1.503, C114 1.766
113 O 1.327 0.848 0.953  S112 1.503
114 C 0.393 -0.833 -0.759  S112 1.766, H118 1.056, H119 1.126, H120 1.085
115 H -1.436 1.019 -1.402  C111 1.089
116 H -1.196 2.379 -0.252  C111 1.120
117 H -1.646 0.809 0.419  C111 1.082
118 H -0.144 -1.119 0.104  C114 1.056
119 H 1.408 -1.318 -0.709  C114 1.126
120 H -0.141 -0.915 -1.699  C114 1.085
121 C 2.351 2.803 3.730  S122 1.840, H125 1.092, H126 1.082, H127 1.085
122 S 1.571 1.296 4.441  C121 1.840, O123 1.509, C124 1.849
123 O 2.041 1.021 5.849  S122 1.509
124 C -0.161 1.913 4.637  S122 1.849, H128 1.080, H129 1.095, H130 1.087
125 H 3.361 2.738 4.138  C121 1.092
126 H 1.907 3.709 4.121  C121 1.082
127 H 2.367 2.683 2.652  C121 1.085
128 H -0.123 2.730 5.342  C124 1.080
129 H -0.727 1.052 5.008  C124 1.095
130 H -0.498 2.164 3.635  C124 1.087
131 C -7.705 -5.365 2.052  S132 1.882, H135 1.056, H136 1.109, H137 1.078
132 S -6.121 -4.622 1.359  C131 1.882, O133 1.501, C134 1.805
133 O -5.609 -5.520 0.271  S132 1.501
134 C -6.852 -3.176 0.565  S132 1.805, H138 1.113, H139 1.079, H140 1.093
135 H -7.476 -6.389 2.177  C131 1.056
136 H -8.593 -5.279 1.395  C131 1.109
137 H -7.887 -5.104 3.083  C131 1.078
138 H -7.534 -2.712 1.313  C134 1.113
139 H -7.316 -3.465 -0.365  C134 1.079
140 H -5.974 -2.537 0.448  C134 1.093
141 C -5.190 1.845 -1.212  S142 1.833, H145 1.092, H146 1.088, H147 1.056
142 S -4.897 1.599 -3.004  C141 1.833, O143 1.513, C144 1.808
143 O -3.616 2.317 -3.369  S142 1.513
144 C -4.395 -0.129 -2.827  S142 1.808, H148 1.112, H149 1.102, H150 1.121
145 H -4.250 1.707 -0.672  C141 1.092
146 H -5.964 1.159 -0.875  C141 1.088
147 H -5.557 2.832 -1.130  C141 1.056
148 H -5.278 -0.803 -2.780  C144 1.112
149 H -3.719 -0.149 -1.958  C144 1.102
150 H -3.826 -0.328 -3.772  C144 1.121
151 C -4.624 -7.268 3.650  S152 1.833, H155 1.111, H156 1.076, H157 1.094
152 S -4.068 -5.546 3.944  C151 1.833, O153 1.535, C154 1.798
153 O -3.416 -5.553 5.334  S152 1.535
154 C -2.774 -5.508 2.696  S152 1.798, H158 1.080, H159 1.076, H160 1.115
155 H -3.692 -7.839 3.851  C151 1.111
156 H -4.963 -7.363 2.633  C151 1.076
157 H -5.418 -7.617 4.315  C151 1.094
158 H -2.288 -4.544 2.694  C154 1.080
159 H -3.265 -5.673 1.754  C154 1.076
160 H -2.079 -6.368 2.835  C154 1.115
161 C -4.481 -1.557 4.448  S162 1.782, H165 1.073, H166 1.083, H167 1.088
162 S -4.212 -0.614 2.960  C161 1.782, O163 1.509, C164 1.785
163 O -4.727 -1.436 1.804  S162 1.509
164 C -2.433 -0.757 2.932  S162 1.785, H168 1.069, H169 1.096, H170 1.088
165 H -5.536 -1.619 4.634  C161 1.073
166 H -3.971 -0.991 5.218  C161 1.083
167 H -4.097 -2.574 4.388  C161 1.088
168 H -2.058 -0.298 2.042  C164 1.069
169 H -2.195 -1.826 2.873  C164 1.096
170 H -1.908 -0.326 3.782  C164 1.088
171 C -2.167 -2.803 -3.121  S172 1.786, H175 1.072, H176 1.106, H177 1.079
172 S -2.074 -4.169 -1.975  C171 1.786, O173 1.495, C174 1.850
173 O -0.606 -4.344 -1.750  S172 1.495
174 C -2.849 -3.324 -0.524  S172 1.850, H178 1.052, H179 1.125, H180 1.092
175 H -1.686 -3.271 -3.957  C171 1.072
176 H -1.643 -1.939 -2.673  C171 1.106
177 H -3.186 -2.572 -3.392  C171 1.079
178 H -3.214 -2.370 -0.777  C174 1.052
179 H -2.039 -3.102 0.224  C174 1.125
180 H -3.641 -3.922 -0.070  C174 1.092

Calculated values
- energy relative to the best compared isomer or geometry (same formula, charge and spin) (eV) = 0.225